A structure of composition C35H30AlN8O4SSb in a non-equilibrium geometry. Source: OMol25; level of theory: ωB97M-V/def2-TZVPD.

Total charge   0
HOMO   -7.632 eV
Orbital gap   5.70 eV
Lowest unoccupied orbital energy   -1.931 eV

Atoms and positions in Å:
Al  -22.558  -5.163  -3.216
N  -19.861  -6.847  -2.602
C  -20.182  -5.974  -1.624
C  -19.401  -5.933  -0.459
C  -19.691  -4.987  0.517
C  -20.786  -4.145  0.345
C  -21.594  -4.262  -0.763
N  -21.275  -5.108  -1.772
H  -19.215  -7.593  -2.392
H  -20.390  -6.820  -3.482
H  -18.600  -6.693  -0.349
H  -19.110  -4.915  1.431
H  -21.062  -3.445  1.101
H  -22.539  -3.697  -0.849
N  -25.763  -0.735  -6.211
C  -24.981  -1.072  -5.406
N  -24.091  -1.275  -4.424
C  -23.622  -2.447  -4.181
N  -23.131  -3.533  -4.003
C  -21.994  -6.737  -5.659
O  -21.669  -6.068  -4.429
H  -21.129  -6.675  -6.316
H  -22.901  -6.377  -6.176
H  -22.241  -7.777  -5.493
O  -26.604  -8.251  3.123
S  -27.911  -8.862  2.892
O  -27.785  -10.190  2.277
O  -28.856  -8.656  3.971
C  -28.479  -8.277  1.233
N  -29.748  -8.514  0.869
C  -29.942  -8.381  -0.449
C  -29.015  -7.916  -1.392
C  -27.754  -7.588  -0.839
N  -27.504  -7.761  0.468
C  -26.565  -7.066  -1.570
C  -26.536  -6.531  -2.886
C  -25.363  -6.060  -3.449
N  -24.193  -6.040  -2.750
C  -24.160  -6.731  -1.575
C  -25.312  -7.073  -0.896
H  -30.960  -8.669  -0.734
H  -29.269  -7.783  -2.441
H  -27.449  -6.409  -3.463
H  -25.387  -5.683  -4.487
H  -23.171  -6.937  -1.192
H  -25.220  -7.326  0.148
C  -15.490  -1.982  -7.254
C  -16.313  -2.940  -7.802
C  -17.459  -3.332  -7.104
C  -17.779  -2.778  -5.872
C  -16.897  -1.840  -5.303
C  -15.750  -1.455  -5.991
Sb  -19.650  -3.316  -4.910
C  -19.622  -1.873  -3.245
C  -20.491  -0.803  -3.253
C  -20.511  0.063  -2.168
C  -19.696  -0.170  -1.073
C  -18.824  -1.262  -1.053
C  -18.789  -2.120  -2.145
C  -20.729  -2.367  -6.534
C  -20.575  -1.015  -6.842
C  -21.487  -0.380  -7.648
C  -22.516  -1.109  -8.241
C  -22.597  -2.473  -8.055
C  -21.709  -3.095  -7.192
H  -14.607  -1.625  -7.771
H  -16.093  -3.376  -8.760
H  -18.157  -4.061  -7.537
H  -17.128  -1.459  -4.299
H  -15.089  -0.703  -5.571
H  -21.088  -0.575  -4.114
H  -21.176  0.915  -2.180
H  -19.831  0.430  -0.170
H  -18.183  -1.437  -0.180
H  -18.088  -2.951  -2.175
H  -19.767  -0.416  -6.395
H  -21.383  0.681  -7.826
H  -23.272  -0.652  -8.865
H  -23.388  -3.034  -8.545
H  -21.754  -4.164  -7.056

A structure of composition C35H30AsCrF2N2O2. Source: OMol25; level of theory: ωB97M-V/def2-TZVPD.

Total charge   0
HOMO (spin up / spin down)   -7.500 / -7.367 eV
Energy above the lowest of the compared OMol25 structures with the same formula, charge and spin   0.4247 eV
Orbital gap (spin up / spin down)   7.48 / 7.34 eV
Spin multiplicity   2
Lowest unoccupied orbital energy (spin up / spin down)   -0.018 / -0.023 eV

Atoms and positions in Å:
Cr  1.624  -0.095  0.101
O  1.467  1.722  -0.114
C  2.343  2.693  -0.241
C  1.875  4.020  -0.196
C  2.744  5.075  -0.347
C  4.114  4.863  -0.541
C  4.590  3.575  -0.566
C  3.728  2.476  -0.413
C  4.303  1.155  -0.385
N  3.638  0.072  -0.234
C  4.384  -1.190  -0.166
C  3.579  -2.170  0.679
N  2.223  -2.090  0.148
C  1.801  -3.091  -0.539
C  0.760  -3.039  -1.520
C  0.239  -4.236  -2.049
C  -0.612  -4.228  -3.121
C  -0.925  -2.994  -3.721
C  -0.408  -1.817  -3.255
C  0.441  -1.788  -2.116
O  0.910  -0.663  -1.690
H  0.815  4.173  -0.041
H  2.359  6.087  -0.312
H  4.787  5.701  -0.659
H  5.650  3.387  -0.701
H  5.390  1.103  -0.469
H  5.380  -1.024  0.255
H  4.492  -1.582  -1.181
H  3.591  -1.881  1.724
H  3.988  -3.180  0.576
H  2.339  -4.040  -0.446
H  0.534  -5.173  -1.587
H  -1.023  -5.147  -3.516
H  -1.594  -2.976  -4.574
H  -0.651  -0.870  -3.719
C  -4.080  -2.663  -1.852
C  -3.180  -3.227  -0.958
C  -2.279  -2.422  -0.281
C  -2.272  -1.044  -0.483
C  -3.187  -0.481  -1.363
C  -4.083  -1.292  -2.051
As  -1.007  -0.021  0.583
C  -1.870  -0.361  2.291
C  -3.189  0.029  2.512
C  -3.834  -0.319  3.688
C  -3.170  -1.077  4.644
C  -1.863  -1.480  4.422
C  -1.212  -1.122  3.248
C  -1.506  1.807  0.176
C  -1.835  2.706  1.183
C  -2.130  4.028  0.867
C  -2.102  4.453  -0.453
C  -1.752  3.560  -1.458
C  -1.442  2.246  -1.144
H  -4.780  -3.292  -2.388
H  -3.173  -4.297  -0.793
H  -1.581  -2.875  0.414
H  -3.217  0.588  -1.519
H  -4.791  -0.844  -2.737
H  -3.718  0.608  1.762
H  -4.857  -0.007  3.856
H  -3.675  -1.353  5.561
H  -1.344  -2.073  5.165
H  -0.189  -1.432  3.088
H  -1.861  2.383  2.216
H  -2.385  4.722  1.658
H  -2.343  5.479  -0.698
H  -1.706  3.892  -2.488
H  -1.131  1.564  -1.928
F  1.000  0.963  2.734
C  1.959  0.144  2.154
F  1.998  -0.984  2.976
H  2.910  0.665  2.333

A structure of composition C35H30BrN5PSc in a non-equilibrium geometry. Source: OMol25; level of theory: ωB97M-V/def2-TZVPD.

Total charge   +2
HOMO   -13.627 eV
Energy above the lowest of the compared OMol25 structures with the same formula, charge and spin   0.5122 eV
Orbital gap   7.66 eV
Lowest unoccupied orbital energy   -5.967 eV

Atoms and positions in Å:
Sc  -0.029  0.704  0.636
C  -0.749  6.425  -0.157
C  -0.597  5.251  0.764
C  -0.523  5.402  2.146
C  -0.354  4.306  2.983
C  -0.274  3.081  2.365
Br  0.046  1.492  3.367
N  -0.365  2.888  1.056
C  -0.513  3.960  0.263
H  -0.688  7.360  0.394
H  -1.713  6.402  -0.667
H  0.033  6.424  -0.916
H  -0.586  6.393  2.578
H  -0.275  4.405  4.055
H  -0.552  3.774  -0.803
N  1.750  0.270  0.241
P  2.814  1.135  -0.565
C  2.975  2.818  0.061
C  3.190  3.014  1.428
C  3.305  4.297  1.935
C  3.220  5.395  1.084
C  3.022  5.209  -0.275
C  2.897  3.922  -0.787
C  4.437  0.409  -0.593
C  4.538  -0.958  -0.338
C  5.779  -1.577  -0.376
C  6.911  -0.832  -0.669
C  6.815  0.533  -0.917
C  5.581  1.158  -0.874
C  2.211  1.344  -2.250
C  0.846  1.544  -2.451
C  0.313  1.764  -3.706
C  1.168  1.781  -4.806
C  2.525  1.570  -4.630
C  3.047  1.353  -3.359
H  3.278  2.163  2.096
H  3.489  4.444  2.991
H  3.330  6.395  1.482
H  2.983  6.060  -0.941
H  2.749  3.785  -1.849
H  3.650  -1.529  -0.103
H  5.860  -2.635  -0.174
H  7.879  -1.315  -0.698
H  7.705  1.107  -1.133
H  5.517  2.226  -1.045
H  0.143  1.516  -1.603
H  -0.750  1.911  -3.840
H  0.769  1.948  -5.797
H  3.185  1.567  -5.486
H  4.109  1.178  -3.237
C  -4.456  0.259  1.126
C  -3.087  0.300  1.309
N  -2.230  0.211  0.280
C  -2.729  0.069  -0.963
C  -4.084  -0.010  -1.238
C  -4.954  0.105  -0.155
C  -4.525  -0.163  -2.639
C  -5.404  -1.033  -3.131
C  -6.128  -2.112  -2.432
C  -7.140  -2.793  -3.086
C  -7.776  -3.804  -2.382
N  -7.436  -4.122  -1.137
C  -6.447  -3.410  -0.608
N  -5.772  -2.421  -1.178
H  -5.115  0.339  1.978
H  -2.660  0.406  2.301
H  -2.007  -0.020  -1.770
H  -6.020  0.074  -0.325
H  -4.054  0.512  -3.346
H  -5.601  -0.971  -4.195
H  -7.423  -2.553  -4.101
H  -8.581  -4.373  -2.831
H  -6.156  -3.676  0.402